(1)
{"formula": "C3H7BrSi", "method": "ωB97M-V with the def2-TZVPD basis set", "homo_lumo_gap_ev": [6.787, 8.647], "multiplicity": 3, "e_lumo_ev": [0.70, -1.72], "species": ["C", "C", "C", "Si", "Br", "H", "H", "H", "H", "H", "H", "H"], "positions_angstrom": [[0.6380, 0.3461, 0.1805], [-0.9493, 0.1863, -0.1721], [1.8449, -0.8299, -0.1510], [-2.7127, 0.5702, 0.2601], [3.6565, -0.2288, 0.2774], [0.9419, 0.6658, 1.1992], [0.9381, 1.2235, -0.5309], [-0.9106, -0.1805, -1.1981], [1.6715, -1.2346, -1.2363], [1.7982, -1.7244, 0.4170], [-3.7857, 0.2685, -0.7484], [-3.1309, 0.9377, 1.7026]], "lowdin_spin": [0.08, 0.86, 0.02, 0.82, 0.00, 0.00, 0.03, 0.04, 0.00, 0.00, 0.08, 0.07]}

(2)
{"formula": "C4H7O3S2", "method": "ωB97M-V with the def2-TZVPD basis set", "homo_lumo_gap_ev": [4.587, 6.065], "charge": -1, "multiplicity": 3, "e_lumo_ev": [3.32, 1.84], "species": ["C", "C", "C", "C", "O", "O", "O", "S", "S", "H", "H", "H", "H", "H", "H", "H"], "positions_angstrom": [[-1.5959, -0.2137, 0.6605], [0.3378, -0.5615, -1.4886], [-0.5390, 0.4622, 1.2322], [1.0095, -0.1900, -0.1479], [-2.3140, 0.5734, -0.2396], [-1.8023, -1.3745, 0.6834], [-0.5267, 1.8119, 1.1693], [1.8293, 1.2784, -0.1582], [1.7469, -1.5111, 1.0218], [1.0476, -1.1644, -2.0813], [0.0584, 0.3245, -1.9114], [-0.6558, -1.1763, -1.3945], [-0.0191, 0.0824, 2.0921], [0.3545, 2.0895, 0.6871], [-1.6783, 1.2903, -0.3166], [2.7471, -1.7211, 0.1915]], "lowdin_spin": [0.17, 0.04, 0.46, 0.49, 0.03, 0.20, 0.12, 0.39, 0.02, 0.02, 0.00, 0.00, 0.02, 0.04, 0.00, 0.01]}

(3)
{"formula": "C5H12N2O", "method": "ωB97M-V with the def2-TZVPD basis set", "homo_lumo_gap_ev": 9.767, "e_above_lowest_ev": 0.6298, "smiles": "CC(C)[C@H](N)C(N)=O", "e_lumo_ev": 0.85, "species": ["C", "C", "C", "C", "N", "C", "N", "O", "H", "H", "H", "H", "H", "H", "H", "H", "H", "H", "H", "H"], "positions_angstrom": [[1.3416, 0.8588, 1.0161], [0.8991, -0.1494, -0.0449], [1.0890, 0.2932, -1.4786], [-0.4465, -0.8578, 0.2332], [-0.6174, -2.0466, -0.5393], [-1.5674, 0.1595, 0.0100], [-1.8462, 1.0195, 1.0151], [-2.0923, 0.2767, -1.0860], [1.0809, 1.8912, 0.7960], [2.4292, 0.8391, 1.0763], [1.0130, 0.6210, 2.0301], [1.5491, -0.9995, 0.1603], [0.2835, 0.9661, -1.7653], [1.9961, 0.8173, -1.7374], [1.0661, -0.6051, -2.1022], [-0.4573, -1.1824, 1.2605], [-1.1000, -2.8088, -0.1065], [-0.7912, -1.9019, -1.5188], [-1.3917, 0.9867, 1.9107], [-2.4378, 1.8225, 0.8708]], "lowdin_charge": [-0.08, -0.38, -0.06, -0.33, 0.07, -0.51, 0.17, 0.04, 0.08, 0.08, 0.07, 0.13, 0.08, 0.07, 0.08, 0.14, 0.08, 0.08, 0.09, 0.11]}

(4)
{"formula": "C5H11NO3", "method": "ωB97M-V with the def2-TZVPD basis set", "homo_lumo_gap_ev": 9.833, "e_above_lowest_ev": 7.7861, "e_lumo_ev": 0.79, "species": ["C", "C", "C", "C", "C", "H", "H", "H", "H", "H", "H", "H", "H", "H", "H", "H", "N", "O", "O", "O"], "positions_angstrom": [[-1.9064, 2.5533, -0.0948], [-1.2568, 0.2707, 0.1130], [-0.2200, -0.6361, -0.4397], [1.3196, -0.2909, 0.2321], [2.3679, -1.1503, -0.2898], [-2.0101, 2.7940, 1.1197], [-3.0031, 2.1906, -0.2950], [-1.7049, 3.7761, -0.4888], [-0.1879, -0.4318, -1.6931], [-1.3968, -1.7443, 0.4395], [0.2312, -2.5323, 0.1890], [1.3069, 0.9834, -0.4583], [1.9626, -1.7698, -1.5523], [3.3213, -0.7373, -0.7857], [2.9259, -1.7622, 0.3830], [0.7809, -0.9343, 1.7231], [-0.6313, -1.9547, -0.0580], [-0.9833, 1.5692, -0.4777], [-2.0334, 0.0196, 0.8937], [1.1178, -0.2127, 1.5400]], "lowdin_charge": [-0.16, -0.49, -0.29, -0.44, -0.09, 0.12, 0.10, 0.15, 0.19, 0.01, 0.12, 0.23, 0.21, 0.08, 0.05, -0.04, 0.07, -0.13, 0.21, 0.10]}

(5)
{"formula": "C2H3NS3", "method": "ωB97M-V with the def2-TZVPD basis set", "homo_lumo_gap_ev": 8.178, "e_above_lowest_ev": 2.5255, "smiles": "S=CS/C=N\\S", "e_lumo_ev": -0.72, "species": ["S", "C", "S", "C", "N", "S", "H", "H", "H"], "positions_angstrom": [[1.3666, 2.2419, 1.9525], [0.4511, 1.0487, 1.4043], [0.9720, -0.5376, 1.2991], [-0.0950, -1.3825, -0.0667], [-0.5837, -0.9763, -1.0989], [-0.2881, 0.6069, -1.8648], [-0.5836, 1.3263, 1.3313], [-0.5351, -2.4257, 0.2862], [-0.7043, 0.0983, -3.2430]], "lowdin_charge": [0.63, -1.21, 0.83, -0.55, -0.41, 0.64, 0.00, 0.12, -0.05]}

(6)
{"formula": "C13H22FNO5S2", "method": "ωB97M-V with the def2-TZVPD basis set", "homo_lumo_gap_ev": 8.434, "e_above_lowest_ev": 8.9676, "smiles": "C=C[C@@]1(S)CS(=O)(=O)O[C@@H](COO)[C@@]1(CCCF)N=C(C)C", "e_lumo_ev": -0.12, "species": ["C", "C", "C", "S", "C", "S", "O", "O", "O", "C", "C", "O", "O", "C", "C", "C", "C", "F", "N", "C", "C", "C", "H", "H", "H", "H", "H", "H", "H", "H", "H", "H", "H", "H", "H", "H", "H", "H", "H", "H", "H", "H", "H", "H"], "positions_angstrom": [[2.3344, -0.7662, 2.0091], [2.6479, -0.5884, 0.5729], [1.6276, -0.3765, -0.6834], [2.5295, 0.9055, -1.7839], [1.7527, -1.7680, -1.6098], [0.8829, -3.1993, -0.7471], [-0.0651, -4.0172, -1.6570], [1.9558, -4.1378, -0.1251], [0.0525, -2.4699, 0.5695], [-0.7803, -1.3467, 0.1371], [-1.8436, -1.0616, 1.3569], [-1.2235, -1.1603, 2.7209], [-2.2050, -1.7049, 3.4316], [0.0850, 0.0173, -0.3213], [-0.7587, 0.4828, -1.6938], [-2.2916, 0.9829, -1.3796], [-3.4533, -0.1431, -1.8069], [-3.3055, -0.5687, -3.2309], [-0.1254, 0.9685, 0.8158], [0.5295, 2.1462, 0.7516], [0.4426, 3.3290, -0.3768], [1.5105, 2.5115, 2.0591], [1.4974, -1.4343, 2.4796], [3.0021, -0.1427, 2.7779], [3.8113, -0.5796, 0.2994], [3.4916, 1.5085, -0.9548], [2.8820, -2.0401, -1.8074], [1.2765, -1.4980, -2.6697], [-1.4331, -1.7570, -0.7748], [-2.4980, -0.1013, 1.2359], [-2.6113, -1.9766, 1.3294], [-1.9768, -2.6514, 3.6728], [-0.7823, -0.4643, -2.4189], [-0.2421, 1.3518, -2.2787], [-2.4606, 1.4271, -0.3087], [-2.4988, 1.8933, -2.1256], [-3.4801, -1.0444, -1.0460], [-4.4904, 0.4277, -1.7139], [0.3097, 4.3619, 0.2048], [1.3910, 3.4544, -1.0497], [-0.5484, 3.2255, -1.0331], [2.6030, 2.7872, 1.7476], [1.4273, 1.7103, 2.9141], [1.0312, 3.5069, 2.5108]], "lowdin_charge": [0.01, -0.17, -0.60, 0.75, -0.21, 0.83, -0.35, -0.36, -0.26, -0.22, -0.09, -0.19, -0.09, -0.34, -0.14, -0.17, -0.14, -0.13, 0.07, -0.25, -0.08, -0.06, 0.08, 0.08, 0.12, -0.09, 0.13, 0.12, 0.15, 0.13, 0.15, 0.14, 0.13, 0.09, 0.11, 0.12, 0.11, 0.13, 0.10, 0.06, 0.08, 0.09, 0.08, 0.08]}

(7)
{"formula": "C5H4I2O4", "method": "ωB97M-V with the def2-TZVPD basis set", "homo_lumo_gap_ev": 6.227, "smiles": "C[C@](I)(C(=O)[O-])[C@H](I)C(=O)[O-]", "charge": -2, "e_lumo_ev": 4.87, "species": ["C", "C", "I", "C", "O", "O", "C", "I", "C", "O", "O", "H", "H", "H", "H"], "positions_angstrom": [[-0.2902, -1.5074, 0.4100], [-0.6311, -0.0930, 0.0738], [-1.7610, 1.0441, 1.5438], [-1.4833, -0.0320, -1.2764], [-2.2918, 0.9217, -1.3488], [-1.2948, -0.9001, -2.1399], [0.7571, 0.8566, -0.1762], [1.9159, 0.0084, -1.7674], [1.6691, 1.0859, 1.0632], [2.1193, 0.1266, 1.7155], [1.7891, 2.3097, 1.2828], [-0.1170, -1.5418, 1.4046], [-1.2527, -2.0522, 0.2571], [0.4440, -1.9099, -0.3021], [0.4274, 1.6836, -0.7400]], "lowdin_charge": [-0.18, -0.75, 0.82, -0.84, -0.19, -0.11, -0.61, 0.79, -0.89, -0.09, -0.10, 0.01, 0.09, 0.04, 0.01]}

(8)
{"formula": "C26H15FeI2N4O5S3", "method": "ωB97M-V with the def2-TZVPD basis set", "homo_lumo_gap_ev": [7.674, 4.919], "e_above_lowest_ev": 1.5206, "multiplicity": 6, "e_lumo_ev": [-0.41, -2.94], "species": ["Fe", "S", "C", "N", "C", "C", "C", "C", "C", "C", "S", "H", "H", "H", "H", "I", "C", "C", "C", "I", "C", "C", "C", "C", "N", "C", "C", "O", "H", "H", "H", "H", "O", "C", "O", "C", "C", "C", "C", "C", "C", "N", "O", "O", "H", "H", "H", "H", "S", "C", "C", "N", "C", "H", "H", "H"], "positions_angstrom": [[-0.0913, 0.3113, 0.1840], [1.1933, -0.9314, -1.7854], [2.3868, 0.2198, -1.4568], [2.0788, 1.3437, -0.8872], [3.1656, 2.1372, -0.7002], [3.1609, 3.4182, -0.1546], [4.3566, 4.0902, -0.0334], [5.5569, 3.5219, -0.4586], [5.5828, 2.2623, -1.0291], [4.3861, 1.5762, -1.1435], [4.0982, 0.0030, -1.8266], [2.2222, 3.8515, 0.1481], [4.3615, 5.0836, 0.3905], [6.4794, 4.0732, -0.3528], [6.5026, 1.8222, -1.3812], [-4.2722, 1.2089, 2.9518], [-4.1139, -0.4572, 1.6866], [-5.0923, -1.4376, 1.6271], [-4.9435, -2.5242, 0.7952], [-6.4919, -3.9626, 0.7364], [-3.7903, -2.6818, -0.0039], [-3.5479, -3.7501, -0.8873], [-2.3758, -3.7911, -1.5950], [-1.4357, -2.7679, -1.4131], [-1.6346, -1.7509, -0.6100], [-2.7840, -1.6818, 0.0777], [-2.9384, -0.5199, 0.9209], [-2.0415, 0.3757, 0.9578], [-5.9755, -1.3404, 2.2399], [-4.2908, -4.5257, -1.0018], [-2.1714, -4.5913, -2.2885], [-0.5000, -2.7858, -1.9512], [-0.2269, 2.6419, 0.5970], [0.4838, 2.4913, 1.6068], [0.9429, 1.3599, 1.9287], [0.8412, 3.6515, 2.4840], [1.9118, 3.5276, 3.3656], [2.2562, 4.5702, 4.2097], [1.5205, 5.7425, 4.1866], [0.4555, 5.8565, 3.2990], [0.1179, 4.8313, 2.4272], [-0.3271, 7.0697, 3.2903], [-1.2999, 7.1046, 2.5709], [0.0392, 7.9766, 4.0071], [2.4539, 2.5942, 3.3713], [3.0967, 4.4692, 4.8804], [1.7502, 6.5641, 4.8482], [-0.6962, 4.9460, 1.7276], [1.4478, -2.4608, 3.9147], [1.8447, -3.2071, 2.4197], [1.3247, -2.4919, 1.3894], [0.6280, -1.3842, 1.7570], [0.6066, -1.2439, 3.0441], [2.4237, -4.1086, 2.3903], [1.4111, -2.7219, 0.3435], [0.1270, -0.4301, 3.5507]], "lowdin_spin": [4.18, 0.15, 0.02, 0.04, 0.00, 0.00, 0.00, 0.00, 0.00, 0.00, 0.00, 0.00, 0.00, 0.00, 0.00, 0.01, 0.07, -0.01, 0.07, 0.01, 0.00, 0.01, -0.01, 0.02, 0.03, 0.01, -0.01, 0.17, 0.00, 0.00, 0.00, 0.00, 0.06, 0.01, 0.08, 0.00, 0.00, 0.00, 0.00, 0.00, 0.00, 0.00, 0.00, 0.00, 0.00, 0.00, 0.00, 0.00, 0.00, 0.00, 0.00, 0.05, 0.00, 0.00, 0.00, 0.00]}

(9)
{"formula": "C6H8", "method": "ωB97M-V with the def2-TZVPD basis set", "homo_lumo_gap_ev": 9.642, "e_above_lowest_ev": 2.4636, "smiles": "C=C=C1CCC1", "e_lumo_ev": 1.05, "species": ["C", "C", "C", "C", "C", "C", "H", "H", "H", "H", "H", "H", "H", "H"], "positions_angstrom": [[-0.8885, 0.0733, 2.6493], [-0.7340, 0.1003, 1.3634], [-0.0928, 0.0353, 0.2485], [-0.0793, -1.1129, -0.7127], [0.4545, -0.0987, -1.7653], [0.6218, 0.9929, -0.6644], [-1.8138, 0.2549, 3.1798], [0.1432, 0.2980, 2.9197], [0.6036, -1.9177, -0.4263], [-1.0799, -1.5337, -0.8666], [1.3749, -0.4091, -2.2587], [-0.3080, 0.1794, -2.4959], [0.1300, 1.9597, -0.8039], [1.6681, 1.1783, -0.3669]], "lowdin_charge": [0.00, -0.07, -0.30, -0.13, -0.16, -0.12, 0.05, 0.07, 0.11, 0.11, 0.10, 0.10, 0.11, 0.11]}

(10)
{"formula": "C10H8CuN3S", "method": "ωB97M-V with the def2-TZVPD basis set", "homo_lumo_gap_ev": 6.165, "e_above_lowest_ev": 0.0474, "e_lumo_ev": -0.93, "species": ["Cu", "N", "C", "C", "C", "C", "C", "C", "C", "C", "N", "C", "H", "H", "H", "H", "H", "H", "H", "H", "S", "C", "N"], "positions_angstrom": [[-0.1134, -0.7826, 2.2659], [1.2215, 0.8667, 1.6189], [0.9625, 1.0274, 0.2211], [1.7817, 1.7199, -0.6381], [1.4865, 1.7834, -2.0090], [0.3891, 1.1411, -2.5175], [-0.4871, 0.4357, -1.6660], [-1.6488, -0.2320, -2.1108], [-2.4477, -0.8668, -1.1926], [-2.0861, -0.8620, 0.1576], [-0.9942, -0.2710, 0.6050], [-0.1985, 0.3891, -0.2798], [0.8760, 1.6473, 2.1719], [2.2103, 0.7506, 1.8199], [2.6671, 2.2131, -0.2622], [2.1415, 2.3399, -2.6645], [0.1808, 1.1571, -3.5763], [-1.8919, -0.2307, -3.1626], [-3.3521, -1.3681, -1.4950], [-2.7031, -1.3542, 0.8953], [1.3326, -4.3527, 4.4268], [0.6181, -3.0602, 3.8818], [0.0552, -2.0909, 3.5103]], "lowdin_charge": [0.37, 0.06, -0.23, -0.01, -0.06, -0.03, -0.14, 0.01, -0.03, -0.09, 0.02, -0.15, 0.11, 0.11, 0.12, 0.11, 0.12, 0.12, 0.11, 0.12, 0.52, -1.05, -0.09]}

(11)
{"formula": "C4H10N2S", "method": "ωB97M-V with the def2-TZVPD basis set", "homo_lumo_gap_ev": 9.678, "e_above_lowest_ev": 5.5289, "smiles": "CS(=N)(=N)C1CC1", "e_lumo_ev": 0.91, "species": ["C", "S", "N", "N", "C", "C", "C", "H", "H", "H", "H", "H", "H", "H", "H", "H", "H"], "positions_angstrom": [[-0.6292, 1.6082, 1.1458], [-0.8978, -0.0930, 0.5939], [-1.4667, -0.7740, 1.8793], [-1.6273, -0.0523, -0.7357], [0.9451, -0.7782, 0.0901], [1.0520, -0.9479, -1.4060], [1.7661, 0.1303, -0.7162], [-1.2391, 2.0744, 0.2972], [-1.0499, 1.5642, 2.1878], [0.4067, 2.0306, 0.8737], [-2.0322, -1.6346, 1.5868], [-2.4614, -0.5092, -1.1596], [1.3264, -1.5692, 0.5948], [0.0153, -0.4961, -1.7575], [1.5709, -1.7095, -1.8776], [2.8057, 0.0496, -0.5629], [1.5156, 1.1067, -1.0341]], "lowdin_charge": [-0.18, 0.68, -0.31, -0.30, -0.25, -0.16, -0.20, 0.07, 0.06, 0.08, 0.03, 0.06, 0.07, 0.10, 0.08, 0.09, 0.09]}